1.
Molecular formula: C6H5FS
Method: DFT, wB97M-V/def2-TZVPD

* total energy: -19854.4666 eV
* LUMO energy: 0.385 eV
* frontier orbital gap: 9.086 eV
* net charge: 0
* largest force on an atom: 1.1 eV/Å
* SMILES: FC1=C[C@@H]2S[C@@H]2C=C1
* HOMO level: -8.7005 eV
* ΔE to the lowest compared entry with this formula, charge and spin: 118.9 kJ/mol

Each line ends with the natural charge from an NBO analysis.
Positions of all 13 atoms, in Å:
F -2.30867 -1.58080 0.03086  -0.320
C -1.22329 -0.79639 0.03019  0.398
C -1.17494 0.32332 0.76148  -0.281
C 0.04165 1.17143 0.72476  -0.311
S 0.40976 2.15951 -0.77460  0.094
C 1.19925 0.67184 -0.05634  -0.331
C 1.05355 -0.62412 -0.76466  -0.152
C -0.09081 -1.29086 -0.73873  -0.267
H -2.05740 0.60304 1.37434  0.234
H 0.24972 1.73604 1.63588  0.242
H 2.21581 0.88702 0.32041  0.242
H 1.91411 -1.01787 -1.28847  0.220
H -0.22872 -2.24217 -1.25513  0.232

---

2.
Molecular formula: C43H34F4N7O7PS2Ti
Method: DFT, wB97M-V/def2-TZVPD

* total energy: -134858.0260 eV
* LUMO energy: 2.424 eV
* frontier orbital gap: 4.560 eV
* net charge: -2
* largest force on an atom: 0.7 eV/Å
* HOMO level: -2.1363 eV
* ΔE to the lowest compared entry with this formula, charge and spin: 44.2 kJ/mol

Each line ends with the Löwdin charge.
Positions of all 99 atoms, in Å:
Ti 0.11844 0.19932 0.53140  0.886
C 4.74991 -4.88587 1.09311  -0.046
C 4.31594 -3.69892 1.96495  -0.546
C 5.23117 -3.59214 3.19153  -0.041
C 2.88603 -3.94683 2.44932  -0.049
C 4.41965 -2.41557 1.14340  -0.151
C 5.66786 -2.00545 0.63877  -0.030
C 5.81001 -0.85268 -0.10206  -0.075
C 4.67415 -0.08468 -0.34441  -0.464
S 4.52630 1.38241 -1.23515  1.144
C 2.81519 1.41676 -0.90030  -0.452
N 2.38050 0.40312 -0.19378  0.064
C 3.42754 -0.46503 0.14365  -0.271
C 3.30759 -1.64089 0.88601  0.029
C 2.04808 2.53709 -1.46879  -0.157
C 2.70601 3.65457 -1.98929  -0.065
C 1.99949 4.67640 -2.59256  -0.079
C 0.61339 4.59513 -2.70075  -0.058
C -0.06559 3.50627 -2.19080  0.008
C 0.65002 2.49058 -1.55680  -0.220
H 4.69083 -5.81420 1.66658  0.083
H 5.77607 -4.77330 0.73755  0.074
H 4.09567 -4.98025 0.22330  0.085
H 5.14814 -4.49825 3.79643  0.083
H 4.94131 -2.74084 3.80935  0.097
H 6.27915 -3.47223 2.91036  0.073
H 2.86323 -4.85812 3.05136  0.090
H 2.20450 -4.08839 1.60547  0.074
H 2.51555 -3.12143 3.06088  0.083
H 6.54810 -2.60353 0.83886  0.107
H 6.77781 -0.54831 -0.47852  0.106
H 2.34148 -1.90994 1.27699  0.078
H 3.78168 3.74015 -1.90107  0.079
H 2.52611 5.54287 -2.96903  0.101
H 0.05824 5.39711 -3.16971  0.109
H -1.14318 3.42168 -2.24414  0.095
O 3.26028 4.14590 5.38462  -0.043
C 2.50280 4.64644 4.53545  -0.696
O 2.25020 5.83191 4.25834  -0.049
C 1.77043 3.60860 3.63939  -0.072
C 0.95762 4.02111 2.59123  0.024
C 0.40656 3.08346 1.73982  -0.075
N 0.62096 1.77040 1.89889  0.022
C 1.34203 1.35845 2.96258  -0.151
C 1.93604 2.24029 3.83597  0.076
C 1.49524 -0.14141 3.07295  -0.555
O 2.17904 -0.65816 3.93270  0.084
O 0.85410 -0.78411 2.13769  -0.211
H 0.79121 5.08027 2.45187  0.118
H -0.21040 3.37351 0.89908  0.114
H 2.54361 1.88078 4.65407  0.130
F -6.50495 -0.25147 2.52772  0.088
C -6.07615 0.74071 1.72429  -0.163
C -6.99426 1.34303 0.89119  -0.156
F -8.26094 0.88622 0.94395  0.077
C -6.65840 2.35334 -0.02606  -0.067
C -5.29646 2.69540 0.00353  -0.175
C -4.38686 2.09666 0.84798  -0.201
F -3.10485 2.51508 0.79220  0.046
C -4.73300 1.09167 1.74340  -0.074
C -3.72128 0.40678 2.57688  -0.185
C -2.58589 -0.00201 1.96913  -0.126
N -1.67629 -0.36710 1.31224  0.068
C -3.87917 0.19220 3.97011  -0.228
N -3.99910 0.00813 5.10391  0.112
F -4.83705 3.67396 -0.79962  0.070
C -7.61325 2.97034 -0.91335  -0.225
C -7.23100 3.73131 -2.04170  -0.283
N -6.98040 4.34536 -2.99136  0.086
C -9.01099 2.85802 -0.73717  -0.284
N -10.16438 2.80063 -0.64503  0.083
C 1.92248 -3.30022 -3.39813  -0.062
C 2.11943 -2.63861 -2.05173  -0.291
O 1.17719 -3.15709 -1.09919  -0.267
P -0.07987 -2.20482 -0.69590  0.791
O -0.97295 -3.27999 0.05357  -0.252
C -0.99386 -3.40681 1.50075  -0.261
C -0.86594 -4.86944 1.84765  -0.070
O -0.85037 -1.99203 -2.06915  -0.292
C -1.76217 -2.93897 -2.65487  -0.269
C -2.22255 -2.36243 -3.97144  -0.071
H 2.68021 -2.94796 -4.10078  0.079
H 0.93911 -3.06180 -3.80302  0.060
H 2.01090 -4.38331 -3.30497  0.081
H 2.01073 -1.55202 -2.13990  0.105
H 3.11368 -2.83930 -1.65077  0.111
H -1.94030 -2.99066 1.83892  0.113
H -0.19238 -2.80966 1.93754  0.086
H -1.69356 -5.43957 1.42440  0.076
H -0.88373 -4.98577 2.93223  0.082
H 0.07068 -5.28072 1.46802  0.067
H -2.59696 -3.07595 -1.96839  0.120
H -1.25362 -3.89919 -2.78031  0.115
H -2.66988 -1.38300 -3.80545  0.058
H -2.96467 -3.02003 -4.42704  0.078
H -1.38553 -2.24913 -4.66228  0.071
S -2.58010 0.99320 -1.74650  0.691
C -1.16451 0.87937 -0.95404  -0.841
N 0.01432 1.43343 -0.95181  -0.128